Computed, not measured: a gas-phase ion, C2H2N2O3 (charge -2) at a distorted geometry, with ωB97M-V with the def2-TZVPD basis set.

```
9
Properties=species:S:1:pos:R:3
O 1.831 0.684 -1.378
C 1.411 0.903 -0.219
O 1.783 1.789 0.618
C 0.175 0.049 0.322
N -0.530 -1.207 -0.417
N -1.728 -0.828 -0.347
O -2.658 -1.813 -0.522
H 0.343 -0.380 1.367
H -0.626 0.803 0.575
```

Computed properties:
- Kohn-Sham gap (eV) = 6.67
- charge = -2
- SMILES = O=C([O-])C/N=N/[O-]